[1]
{"formula": "H16O8", "method": "ωB97M-V with the def2-TZVPD basis set", "symbols": ["O", "H", "H", "O", "H", "H", "O", "H", "H", "O", "H", "H", "O", "H", "H", "O", "H", "H", "O", "H", "H", "O", "H", "H"], "positions_angstrom": [[-2.91075, 1.40821, 0.12092], [-2.71475, 0.61821, -0.33908], [-3.71475, 1.70021, -0.25808], [2.62825, -1.87279, 0.62892], [2.65225, -0.96279, 0.84992], [3.54525, -1.94479, 0.31192], [0.77525, -1.30979, -1.43908], [1.37225, -1.32379, -0.71108], [1.04625, -2.08379, -1.96308], [-0.24475, -1.60879, 2.74092], [-0.08575, -2.36379, 2.17592], [-0.36575, -0.82579, 2.19092], [2.40825, 1.19721, -0.14508], [2.93425, 1.32321, 0.63592], [3.10425, 0.88121, -0.72108], [-1.05475, 2.61721, -1.52408], [-1.52275, 3.15321, -2.15108], [-1.61675, 2.41621, -0.74608], [-2.12775, -0.94279, -0.78908], [-2.38575, -1.79279, -0.44508], [-1.17375, -1.03679, -0.87508], [-0.27475, 0.78921, 1.19192], [-0.83075, 1.04021, 0.46392], [0.55725, 0.92421, 0.79592]], "total_energy_ha": -611.5051, "smiles": "O.O.O.O.O.O.O.O", "de_lowest_kcal_mol": 48.6, "mol_weight_da": 144.120, "orbital_gap_ev": 10.4, "lumo_ev": -0.158}

---

[2]
{"formula": "C10H14AlO5", "method": "ωB97M-V with the def2-TZVPD basis set", "symbols": ["Al", "O", "C", "C", "O", "C", "O", "C", "O", "C", "H", "H", "C", "H", "H", "C", "C", "O", "C", "C", "H", "H", "H", "H", "H", "H", "H", "H", "H", "H"], "positions_angstrom": [[0.00710, 0.05885, -0.60725], [0.14910, 3.09225, -0.27345], [0.09590, 1.95005, -0.42045], [-0.08430, -1.84125, -0.58115], [-0.14000, -2.99165, -0.53125], [1.90990, -0.03135, -0.60855], [3.06140, -0.08675, -0.58635], [-1.89500, 0.15125, -0.65095], [-3.04670, 0.20645, -0.65425], [0.03970, 0.74765, -5.69815], [-0.85110, 1.34875, -5.84425], [0.98690, 1.26035, -5.82425], [-0.02610, -0.63165, -5.75655], [0.86880, -1.21935, -5.92905], [-0.96920, -1.13105, -5.94915], [1.76450, -0.28135, 3.06045], [0.78990, -0.95205, 2.08865], [-0.01940, -0.02745, 1.34305], [-0.81300, 0.86125, 2.14485], [-1.77010, 0.14455, 3.10145], [2.42820, 0.41875, 2.51195], [2.38800, -1.06145, 3.54725], [1.22900, 0.26225, 3.86445], [1.42930, -1.55475, 1.41495], [0.15090, -1.69825, 2.60595], [-0.16550, 1.58395, 2.68535], [-1.46940, 1.48825, 1.51045], [-1.22050, -0.43475, 3.87015], [-2.38660, 0.89945, 3.63425], [-2.44180, -0.53095, 2.53175]], "total_energy_ha": -1006.7609, "charge": 3, "mol_weight_da": 241.199, "orbital_gap_ev": [8.3, 3.6], "lumo_ev": [-13.180, -14.941]}

---

[3]
{"formula": "C17H21Br9Cl6O12", "method": "ωB97M-V with the def2-TZVPD basis set", "symbols": ["C", "Br", "Br", "Br", "H", "C", "Br", "Br", "Br", "H", "C", "Br", "Br", "Br", "H", "C", "Cl", "Cl", "Cl", "H", "C", "Cl", "Cl", "Cl", "H", "C", "C", "O", "C", "O", "O", "H", "H", "H", "H", "C", "C", "O", "C", "O", "O", "H", "H", "H", "H", "C", "C", "O", "C", "O", "O", "H", "H", "H", "H", "C", "C", "O", "C", "O", "O", "H", "H", "H", "H"], "positions_angstrom": [[9.19373, 20.60450, 21.11658], [8.92177, 19.67687, 19.38899], [10.40334, 22.11805, 20.98133], [9.73209, 19.46254, 22.60785], [8.21522, 21.03209, 21.29250], [6.95398, 19.58397, 14.44413], [5.76455, 21.15207, 14.53127], [8.27218, 19.61280, 15.89635], [7.90385, 19.58630, 12.71891], [6.39674, 18.65802, 14.48646], [6.89656, 23.91846, 16.97271], [6.70035, 25.59133, 17.92185], [8.33777, 22.88489, 17.78595], [7.35140, 24.23804, 15.09914], [5.96948, 23.37568, 17.11123], [3.67606, 13.84046, 19.14439], [2.47805, 14.13706, 20.41093], [4.53688, 12.31913, 19.40079], [4.80202, 15.17139, 19.00605], [3.11094, 13.77445, 18.22252], [1.98379, 23.25077, 15.35789], [2.65911, 24.83367, 15.01438], [2.87424, 22.41703, 16.65579], [1.87108, 22.17779, 13.94215], [0.97633, 23.38740, 15.72797], [2.88590, 14.52538, 14.47264], [1.42613, 14.74571, 14.91953], [1.62297, 15.61800, 16.03901], [2.72908, 16.33873, 15.81210], [3.05407, 17.32488, 16.39804], [3.51164, 15.72266, 14.90806], [2.89684, 14.37487, 13.39477], [3.36227, 13.66054, 14.93646], [0.95378, 13.86794, 15.35553], [0.83413, 15.07247, 14.06508], [4.88048, 19.71310, 17.50259], [4.76292, 18.63121, 18.55802], [5.42702, 19.14880, 19.71457], [5.67896, 20.45885, 19.52277], [6.05927, 21.22106, 20.36089], [5.33320, 20.83212, 18.27026], [3.90264, 19.82848, 17.03939], [5.61535, 19.47612, 16.74498], [5.32117, 17.81692, 18.09672], [3.74232, 18.34226, 18.78682], [4.76659, 24.11483, 20.39210], [4.29165, 23.21912, 21.55114], [3.04042, 23.81586, 21.87503], [2.96342, 25.09995, 21.36110], [2.04488, 25.83230, 21.49019], [3.96601, 25.28416, 20.49458], [4.44816, 23.62756, 19.46625], [5.82351, 24.33522, 20.31145], [4.93866, 23.31669, 22.42340], [4.20236, 22.19467, 21.21018], [2.36191, 18.78531, 21.18137], [1.37291, 19.33330, 22.19197], [0.13131, 19.00944, 21.56183], [0.32159, 18.00771, 20.68528], [-0.59307, 17.42574, 20.17877], [1.61233, 17.81467, 20.45191], [3.16767, 18.25345, 21.68413], [2.76048, 19.58579, 20.56033], [1.53461, 20.40238, 22.32632], [1.49309, 18.91400, 23.19189]], "total_energy_ha": -27490.5212, "de_lowest_kcal_mol": 0.0, "mol_weight_da": 1349.197, "orbital_gap_ev": 9.4, "lumo_ev": -0.546}

---

[4]
{"formula": "C4H5NO", "method": "ωB97M-V with the def2-TZVPD basis set", "symbols": ["N", "C", "C", "C", "C", "O", "H", "H", "H", "H", "H"], "positions_angstrom": [[2.97318, 0.38462, 0.54386], [1.97823, -0.08226, 0.18025], [0.70172, -0.65417, -0.25214], [-0.45602, 0.11152, 0.37189], [-0.97914, 1.32040, -0.30767], [-1.75707, -0.34641, -0.08039], [0.67074, -1.71263, 0.03174], [0.63602, -0.57839, -1.34301], [-0.46416, 0.02361, 1.46169], [-1.55234, 1.88287, 0.44797], [-1.75117, -0.34916, -1.05419]], "total_energy_ha": -285.2492, "de_lowest_kcal_mol": 103.8, "mol_weight_da": 83.090, "orbital_gap_ev": 9.6, "lumo_ev": 0.243}

---

[5]
{"formula": "C6H7FN4", "method": "ωB97M-V with the def2-TZVPD basis set", "symbols": ["C", "C", "C", "C", "C", "C", "N", "N", "N", "N", "F", "H", "H", "H", "H", "H", "H", "H"], "positions_angstrom": [[-1.46557, 1.46591, -0.30166], [-0.79476, -0.36720, 0.57164], [-2.12430, -0.52394, -0.03123], [0.51759, -0.59854, 0.36179], [-3.00012, -1.71628, -0.05688], [3.00432, 1.18132, 0.10978], [-2.45819, 0.68560, -0.53631], [-0.35203, 1.00460, 0.23948], [1.64129, -0.83296, 0.09929], [2.71484, -0.21928, -0.34452], [3.88046, -1.04556, 0.16527], [-1.48139, 2.57590, -0.54926], [-2.25885, -2.48696, -0.54880], [-3.11309, -2.13494, 0.91500], [-3.94706, -1.56905, -0.62811], [3.68119, 1.12635, 0.87729], [3.50534, 1.79487, -0.67113], [2.05033, 1.66015, 0.32839]], "total_energy_ha": -551.4726, "smiles": "Cc1ncn2/c(=N\\N(C)F)c12", "de_lowest_kcal_mol": 108.8, "mol_weight_da": 154.148, "orbital_gap_ev": 9.2, "lumo_ev": 0.497}

---

[6]
{"formula": "C61H66IrN6P2S4", "method": "ωB97M-V with the def2-TZVPD basis set", "symbols": ["Ir", "C", "C", "C", "P", "C", "C", "C", "C", "C", "C", "C", "C", "C", "N", "C", "C", "C", "C", "C", "C", "P", "C", "C", "C", "C", "C", "C", "H", "H", "H", "H", "H", "H", "H", "H", "H", "H", "H", "H", "H", "H", "H", "H", "H", "H", "H", "H", "H", "H", "H", "H", "H", "H", "H", "H", "H", "H", "H", "H", "H", "H", "H", "H", "N", "S", "N", "S", "N", "S", "N", "C", "C", "C", "C", "C", "C", "C", "C", "C", "C", "C", "C", "C", "C", "C", "C", "C", "C", "C", "C", "C", "C", "C", "C", "C", "C", "C", "C", "C", "C", "C", "C", "C", "C", "C", "C", "H", "H", "H", "H", "H", "H", "H", "H", "H", "H", "H", "H", "H", "H", "H", "H", "H", "H", "H", "H", "H", "H", "H", "H", "H", "H", "H", "H", "H", "H", "S", "C", "N"], "positions_angstrom": [[0.05829, 1.73293, -0.89063], [-1.75722, 6.37566, 0.56036], [-0.78780, 5.19964, 0.40594], [0.49811, 5.64073, -0.31346], [-1.44194, 3.69376, -0.40364], [-2.62175, 4.11721, -1.75555], [-1.92677, 4.99659, -2.80356], [-3.95417, 4.72212, -1.30184], [-2.49627, 2.80814, 0.78801], [-3.04415, 3.35205, 1.93890], [-3.79843, 2.56400, 2.80218], [-3.93398, 1.20107, 2.56107], [-3.38197, 0.63233, 1.43218], [-2.71216, 1.43796, 0.50046], [-2.14684, 0.96023, -0.67253], [-2.66062, -0.04521, -1.43106], [-3.96310, -0.57120, -1.24348], [-4.41421, -1.62537, -2.00754], [-3.60590, -2.16291, -3.00583], [-2.36578, -1.58505, -3.27685], [-1.88109, -0.52993, -2.52461], [-0.39360, 0.40148, -3.02628], [0.96621, -0.78972, -3.43000], [1.75116, -1.18978, -2.17560], [1.95524, -0.15668, -4.41752], [-0.87765, 1.08252, -4.67811], [-1.11727, 0.03558, -5.77265], [-2.10310, 1.98410, -4.56143], [-1.34882, 7.07039, 1.29652], [-1.86056, 6.92188, -0.37726], [-2.75089, 6.08371, 0.89499], [-0.50480, 4.84102, 1.39769], [0.27511, 6.07464, -1.28918], [1.00469, 6.40467, 0.27854], [1.18856, 4.80937, -0.46518], [-2.83557, 3.13397, -2.18175], [-1.84116, 6.02314, -2.44495], [-0.92169, 4.64098, -3.04541], [-2.51282, 5.02410, -3.72353], [-3.85715, 5.78167, -1.07161], [-4.67513, 4.62961, -2.11684], [-4.37066, 4.21196, -0.43322], [-2.89141, 4.39747, 2.17123], [-4.25183, 3.00961, 3.67810], [-4.46723, 0.57712, 3.26785], [-3.42084, -0.43875, 1.28740], [-4.62168, -0.11726, -0.51761], [-5.40548, -2.02572, -1.83812], [-3.95845, -2.99491, -3.60273], [-1.78258, -1.96006, -4.10733], [0.52193, -1.69451, -3.85082], [2.04633, -0.29747, -1.62068], [0.82130, -1.56877, -0.38528], [2.67094, -1.67868, -2.48890], [2.41230, 0.74379, -4.00018], [2.75562, -0.86960, -4.62282], [1.50197, 0.10766, -5.36950], [-0.02037, 1.70550, -4.94600], [-2.10951, -0.40456, -5.67113], [-1.08388, 0.53878, -6.74103], [-0.38009, -0.76738, -5.79467], [-2.96480, 1.43468, -4.17210], [-1.90457, 2.83642, -3.91988], [-2.37039, 2.36451, -5.54864], [0.97611, -2.04849, -1.27628], [1.48189, -3.56470, -0.79353], [1.74274, -2.24394, 1.28050], [0.96866, -2.03479, 2.48740], [0.89914, -0.53039, 3.07784], [0.90160, 0.72200, 2.17601], [0.46256, 0.60538, 0.72343], [-0.01826, 1.85144, 3.22547], [0.28840, 3.20596, 3.14369], [-0.25361, 4.08108, 4.07004], [-1.09299, 3.59896, 5.06788], [-1.41415, 2.24866, 5.12150], [-0.87704, 1.36251, 4.19706], [2.53593, 1.40927, 2.37293], [3.17478, 1.26736, 3.60213], [4.43633, 1.81220, 3.76524], [5.03992, 2.50161, 2.71723], [4.38003, 2.66008, 1.50910], [3.11652, 2.10949, 1.33097], [-0.77643, -2.48693, 2.44995], [-1.48600, -2.64398, 3.64081], [-2.85353, -2.86831, 3.59579], [-3.50693, -2.93370, 2.36868], [-2.79102, -2.78295, 1.18969], [-1.42092, -2.54795, 1.22536], [1.51774, -2.91543, 3.92364], [2.03008, -2.28186, 5.04517], [2.48669, -3.05783, 6.10395], [2.41939, -4.44137, 6.03154], [1.90093, -5.06328, 4.90020], [1.45136, -4.30080, 3.83660], [3.25428, -3.69377, -1.02997], [3.81427, -3.80177, -2.30490], [5.18857, -3.87483, -2.43856], [6.00306, -3.85487, -1.31113], [5.44017, -3.76455, -0.04731], [4.06288, -3.68071, 0.10317], [0.91237, -4.55135, -2.20302], [1.48940, -5.79406, -2.45460], [0.94104, -6.61880, -3.42609], [-0.19087, -6.22274, -4.12666], [-0.79326, -5.00947, -3.83126], [-0.25349, -4.17942, -2.85558], [0.97818, 3.56196, 2.38619], [-0.00305, 5.13456, 4.03036], [-1.48788, 4.27749, 5.81379], [-2.07286, 1.87920, 5.89731], [-1.09147, 0.30290, 4.24500], [2.68284, 0.74283, 4.40884], [4.95048, 1.70288, 4.71102], [6.02913, 2.92130, 2.84918], [4.84445, 3.21022, 0.70014], [2.59581, 2.21765, 0.39710], [-0.96823, -2.60168, 4.59166], [-3.41027, -3.00069, 4.51512], [-4.57572, -3.10871, 2.33316], [-3.29814, -2.84721, 0.23378], [-0.86212, -2.42376, 0.30653], [2.06794, -1.20373, 5.08329], [2.89206, -2.57895, 6.98568], [2.78301, -5.04245, 6.85502], [1.84719, -6.14273, 4.85001], [1.05667, -4.77306, 2.94290], [3.18893, -3.84679, -3.18631], [5.62512, -3.95705, -3.42587], [7.07843, -3.91134, -1.42224], [6.07277, -3.75933, 0.83081], [3.61016, -3.58081, 1.07923], [2.36458, -6.11720, -1.90544], [1.39993, -7.57735, -3.63166], [-0.60845, -6.86725, -4.88973], [-1.69417, -4.71037, -4.35480], [-0.73081, -3.24845, -2.58795], [4.45654, 2.08396, -2.40662], [2.94862, 2.31414, -1.98541], [1.81236, 2.47557, -1.65711]], "total_energy_ha": -5071.6352, "charge": 2, "mol_weight_da": 1265.674, "orbital_gap_ev": [7.5, 5.3], "lumo_ev": [-4.041, -7.057], "multiplicity": 6}